(1)
{
  "formula": "C27H69N3O9",
  "method": "ωB97M-V with the def2-TZVPD basis set",
  "smiles": "CC1(C)CCCC(C)(C)N1O.CC1(C)CCCC(C)(C)N1O.CC1(C)CCCC(C)(C)N1O.O.O.O.O.O.O",
  "e_tot_ev": -52009.13667,
  "gap_ev": 8.0,
  "relative_energy_kcal_mol": 91.7,
  "symbols": ["O", "H", "H", "O", "H", "H", "O", "H", "H", "O", "H", "H", "O", "H", "H", "O", "H", "H", "C", "C", "C", "C", "C", "C", "N", "O", "C", "C", "C", "H", "H", "H", "H", "H", "H", "H", "H", "H", "H", "H", "H", "H", "H", "H", "H", "H", "H", "H", "C", "C", "C", "C", "C", "C", "N", "O", "C", "C", "C", "H", "H", "H", "H", "H", "H", "H", "H", "H", "H", "H", "H", "H", "H", "H", "H", "H", "H", "H", "C", "C", "C", "C", "C", "C", "N", "O", "C", "C", "C", "H", "H", "H", "H", "H", "H", "H", "H", "H", "H", "H", "H", "H", "H", "H", "H", "H", "H", "H"],
  "xyz": [[-18.88575, 13.10391, -16.09696], [-18.40702, 12.38787, -15.67943], [-19.70252, 12.70429, -16.39599], [-18.76859, 14.69526, -13.60433], [-18.84039, 14.28921, -14.46816], [-17.97813, 15.23254, -13.65666], [-17.37625, 11.09765, -17.76275], [-17.26172, 11.93597, -17.31515], [-18.21676, 11.17910, -18.21346], [-17.27860, 15.13640, -16.85383], [-16.59203, 14.51432, -16.61327], [-18.09295, 14.71033, -16.58638], [-18.36197, 14.30440, -19.58053], [-18.13035, 14.77341, -18.77889], [-19.25680, 13.99959, -19.43022], [-15.43462, 13.11295, -16.19701], [-14.63012, 13.01786, -16.70689], [-15.23427, 12.70546, -15.35437], [-10.23211, 13.65647, -18.47742], [-11.55891, 14.55541, -18.70901], [-11.42528, 15.25101, -20.09960], [-11.85598, 14.47481, -21.29184], [-13.32544, 14.02508, -21.27325], [-13.62249, 13.31423, -19.83485], [-12.88219, 13.84757, -18.68906], [-13.09548, 13.13342, -17.44522], [-15.05456, 13.51231, -19.56353], [-13.22559, 11.82110, -20.03902], [-11.55515, 15.73159, -17.64927], [-10.06209, 13.09283, -19.39475], [-10.10621, 12.95227, -17.65501], [-9.47389, 14.43068, -18.35986], [-11.80525, 16.27248, -20.08178], [-10.35275, 15.40391, -20.21961], [-11.20770, 13.61176, -21.44339], [-11.77660, 15.15373, -22.14088], [-13.42050, 13.25907, -22.04286], [-14.13624, 14.73660, -21.42958], [-15.37997, 12.79802, -18.80722], [-15.46913, 14.46567, -19.23592], [-15.56616, 13.22495, -20.48211], [-12.15622, 11.61699, -20.09275], [-13.52843, 11.07975, -19.29957], [-13.73752, 11.42719, -20.91701], [-11.45309, 15.35916, -16.62997], [-12.56823, 16.13340, -17.66701], [-10.86446, 16.56286, -17.79083], [-12.38966, 12.49009, -17.54293], [-12.60134, 20.01912, -13.29643], [-13.22275, 19.96004, -14.72495], [-13.02783, 18.46307, -15.33705], [-14.15054, 17.38156, -15.10948], [-15.53266, 17.93647, -15.20277], [-15.75398, 19.29676, -14.50948], [-14.67382, 20.25481, -14.81148], [-14.98847, 21.59034, -14.34515], [-17.10339, 19.89662, -15.07083], [-16.04063, 19.13250, -12.99046], [-12.34991, 20.89573, -15.65747], [-12.59658, 21.02959, -12.88771], [-11.54473, 19.75533, -13.25050], [-13.13947, 19.34539, -12.62965], [-12.54800, 18.37767, -16.31202], [-12.17240, 18.11286, -14.75939], [-14.09576, 16.90301, -14.13168], [-14.10552, 16.57669, -15.84313], [-16.22972, 17.14719, -14.92126], [-15.80732, 17.97580, -16.25687], [-17.01961, 20.31033, -16.07578], [-17.93769, 19.19876, -15.14178], [-17.42951, 20.78459, -14.52930], [-15.23814, 18.88653, -12.29505], [-16.28584, 20.11969, -12.59874], [-16.79463, 18.37856, -12.76427], [-11.29171, 20.64647, -15.57882], [-12.52461, 21.94121, -15.40341], [-12.58289, 20.73982, -16.71081], [-15.36945, 21.99380, -15.12852], [-22.23018, 20.78838, -20.01585], [-21.84987, 19.28717, -20.30298], [-20.70521, 19.30002, -21.33164], [-20.00502, 17.83411, -21.39949], [-19.47724, 17.45466, -19.96925], [-20.19068, 18.14065, -18.68787], [-21.62503, 18.54644, -19.01609], [-22.36043, 18.99400, -17.91739], [-20.22315, 17.04225, -17.60499], [-19.37944, 19.44362, -18.20135], [-23.00727, 18.52387, -21.04809], [-22.95339, 20.98274, -19.22383], [-22.15023, 21.46752, -20.86465], [-21.35499, 21.05188, -19.42195], [-21.09843, 19.35419, -22.34680], [-20.01700, 20.11998, -21.12639], [-19.15143, 17.70281, -22.06451], [-20.62500, 17.02561, -21.78686], [-18.39529, 17.55938, -20.04998], [-19.55684, 16.39007, -19.74926], [-20.79885, 16.21502, -18.02016], [-19.18689, 16.90848, -17.29455], [-20.61585, 17.53106, -16.71339], [-18.99638, 20.02325, -19.04123], [-20.12363, 20.12779, -17.79368], [-18.62251, 19.39532, -17.41852], [-23.30286, 18.79178, -22.06246], [-23.90684, 18.49786, -20.43311], [-22.71168, 17.47980, -21.15121], [-23.14310, 18.44144, -17.97835]]
}



(2)
{
  "formula": "C27H69N4O13P2S7",
  "method": "ωB97M-V with the def2-TZVPD basis set",
  "e_tot_ev": -156105.55978,
  "gap_ev": 7.0,
  "relative_energy_kcal_mol": 123.8,
  "charge": 1,
  "symbols": ["C", "C", "C", "N", "C", "C", "P", "P", "O", "O", "O", "N", "C", "C", "N", "C", "C", "C", "O", "N", "C", "C", "O", "C", "O", "H", "H", "H", "H", "H", "H", "H", "H", "H", "H", "H", "H", "H", "H", "H", "H", "H", "H", "H", "H", "H", "H", "H", "H", "H", "H", "H", "C", "S", "O", "C", "H", "H", "H", "H", "H", "H", "C", "S", "O", "C", "H", "H", "H", "H", "H", "H", "C", "S", "O", "C", "H", "H", "H", "H", "H", "H", "C", "S", "O", "C", "H", "H", "H", "H", "H", "H", "C", "S", "O", "C", "H", "H", "H", "H", "H", "H", "C", "S", "O", "C", "H", "H", "H", "H", "H", "H", "C", "S", "O", "C", "H", "H", "H", "H", "H", "H"],
  "xyz": [[-2.42998, -8.56731, -1.51020], [-1.55491, -7.21359, -1.66697], [-1.35488, -6.73550, -3.18842], [-0.03135, -5.96676, -3.31827], [-0.38233, -4.58672, -2.90099], [-0.36882, -4.06400, -1.45354], [0.09638, -4.85060, 0.18808], [1.82570, -3.63597, 0.85926], [1.44658, -2.65224, 1.97148], [3.05447, -4.67811, 1.53010], [2.43727, -2.88334, -0.55144], [-0.83762, -2.69956, -1.63551], [-1.05613, -1.73792, -0.50149], [-2.67211, -1.72042, -0.24904], [-3.15529, -2.95089, 0.46617], [-1.07941, -2.34598, -2.99963], [-1.56259, -0.88293, -3.38430], [-0.21684, 0.04459, -3.49205], [-0.36094, 1.24990, -2.66037], [-0.80086, -3.51918, -3.78910], [-1.01376, -3.46267, -5.25838], [0.20442, -4.02169, -6.14430], [1.49053, -3.85413, -5.48838], [2.31822, -5.00584, -5.62808], [3.55301, -4.86822, -5.60381], [-3.13063, -8.39102, -0.60967], [-2.99663, -8.85572, -2.46189], [-1.70583, -9.39495, -1.15799], [-0.51880, -7.43620, -1.23299], [-2.09249, -6.39761, -1.07181], [-2.17116, -5.94149, -3.40082], [-1.41926, -7.57282, -3.95858], [0.14351, -5.99481, -4.34538], [0.61448, -6.17690, 0.04491], [3.19843, -5.45084, 0.93145], [3.39856, -2.69218, -0.46977], [-0.56826, -2.06338, 0.47763], [-0.76895, -0.67925, -0.81658], [-3.00976, -0.79358, 0.32647], [-3.16880, -1.74252, -1.28845], [-3.75950, -3.51398, -0.15225], [-2.37123, -3.49940, 0.84049], [-2.10847, -0.87566, -4.40238], [-2.19785, -0.37552, -2.56386], [0.66735, -0.54431, -3.06075], [0.01299, 0.34082, -4.57294], [0.29333, 1.17620, -1.91133], [-1.97043, -4.03165, -5.57502], [-1.19672, -2.37703, -5.60734], [0.02253, -5.09018, -6.54307], [0.24474, -3.35778, -7.09162], [1.89855, -6.07650, -5.73643], [2.96408, 2.35935, -6.06073], [1.39051, 3.01325, -5.46342], [0.30394, 2.14334, -6.01376], [1.43296, 4.52165, -6.45544], [3.13177, 1.38607, -5.59752], [2.93318, 2.24285, -7.14565], [3.77163, 3.03698, -5.77819], [1.49753, 4.26946, -7.51535], [2.29039, 5.12822, -6.15986], [0.51441, 5.08023, -6.27121], [3.72299, -1.76676, 5.15111], [4.69225, -3.28954, 5.10164], [5.81323, -3.13664, 6.07533], [5.36847, -3.02778, 3.44571], [3.23552, -1.69941, 6.12453], [4.37686, -0.90307, 5.01333], [2.96247, -1.79242, 4.36744], [5.92154, -2.08718, 3.41228], [4.55902, -3.01446, 2.71927], [6.04437, -3.85234, 3.21492], [-0.24058, 1.97845, 1.95952], [-0.00726, 3.02341, 0.50709], [0.85442, 2.26519, -0.45852], [1.04257, 4.24482, 1.32091], [-0.84552, 1.11744, 1.67212], [0.72672, 1.63337, 2.33120], [-0.76207, 2.54244, 2.73347], [1.92971, 3.75998, 1.73120], [0.48079, 4.73630, 2.11639], [1.34540, 4.98726, 0.58139], [-5.48320, 2.99553, 2.50708], [-4.16025, 4.21119, 2.34256], [-2.89823, 3.46293, 2.04565], [-4.11254, 4.67975, 4.08658], [-5.65873, 2.54000, 1.53124], [-5.19336, 2.22140, 3.22025], [-6.39578, 3.49178, 2.84169], [-3.90592, 3.80286, 4.70266], [-5.06797, 5.12309, 4.37114], [-3.31804, 5.41468, 4.22426], [3.88174, 1.81482, 2.94508], [3.38539, 3.06829, 4.14767], [3.80319, 4.39822, 3.60759], [4.58255, 2.59861, 5.41556], [3.28245, 1.94430, 2.04237], [4.93828, 1.93238, 2.69714], [3.70055, 0.82060, 3.35839], [5.59568, 2.66856, 5.01584], [4.37913, 1.57988, 5.74992], [4.47736, 3.28338, 6.25847], [3.40243, 8.27611, 6.80667], [4.35806, 6.74588, 6.72844], [5.47709, 6.86583, 7.71063], [5.04633, 7.03785, 5.08468], [2.90992, 8.32632, 7.77860], [4.06432, 9.13636, 6.69194], [2.64670, 8.27522, 6.01898], [5.60712, 7.97439, 5.07692], [4.23861, 7.07602, 4.35251], [5.71561, 6.21240, 4.84051], [-9.31020, 2.93379, -0.20558], [-8.35178, 1.40611, -0.28630], [-7.23194, 1.52733, 0.69774], [-7.66215, 1.70250, -1.92929], [-9.80336, 2.98088, 0.76612], [-8.65011, 3.79582, -0.31826], [-10.06544, 2.93286, -0.99349], [-7.10313, 2.63989, -1.93573], [-8.46956, 1.74063, -2.66224], [-6.99060, 0.87848, -2.17405]]
}



> What is the formula in the second record?

C27H69N4O13P2S7